Entry 1:
DFT (ωB97M-V with the def2-TZVPD basis set) results for a structure of composition C22H25FeOS.

Geometry (Å):
Fe: -0.00154 -0.04449 -3.20755
S: -1.48266 1.86141 2.09706
O: -1.53083 -1.07877 1.28464
C: -0.89006 1.60926 -3.85759
C: -0.79598 -0.46793 -4.95405
C: 2.00090 -3.51123 3.78422
C: 0.61139 0.14000 -1.33766
C: -0.64747 3.13659 3.03895
C: 0.82102 -2.83973 1.78644
C: 1.03726 -1.67385 -2.80593
C: 1.57907 -3.77993 2.47658
C: -1.77473 -0.57028 -3.87977
C: 0.52644 -1.60102 2.36818
C: -1.83308 0.71778 -3.20314
C: 1.66733 -2.29214 4.39189
C: 0.26539 -1.24852 -1.65189
C: -0.25060 0.87827 -4.93530
C: 1.88872 -0.56710 -3.20643
C: -0.07707 1.02010 -0.29218
C: 0.95964 -1.31777 3.67437
C: -2.31716 1.01852 3.44863
C: 0.09859 0.63554 1.13015
C: 0.19726 2.53122 -0.51323
C: 1.63942 0.53775 -2.28938
C: -0.38997 -0.69594 1.56987
H: 1.83921 -4.71770 1.98350
H: 2.58760 -4.25342 4.32653
H: 0.44370 1.29559 -5.65908
H: 0.73812 -0.33767 4.10767
H: 1.08443 2.70373 -1.13055
H: -1.19132 4.06146 2.81951
H: 0.99196 -2.66562 -3.25842
H: -2.40887 -1.43178 -3.67378
H: -3.31082 1.47019 3.56163
H: -1.15808 0.84483 -0.44880
H: -0.69360 2.91184 4.10801
H: 1.97847 -2.09548 5.42091
H: 0.38735 3.21967 2.70274
H: -2.42551 -0.02889 3.17603
H: -2.54044 0.99617 -2.42574
H: -1.73934 1.12839 4.36938
H: -0.57436 -1.23738 -5.69060
H: 0.31792 3.06316 0.43801
H: 0.45758 -3.02653 0.77534
H: -0.42362 -1.85570 -1.06614
H: 2.16551 1.48589 -2.26850
H: 1.00708 0.99415 1.62808
H: -0.76831 2.66778 -3.65229
H: 2.60093 -0.55253 -4.02883
H: -0.66686 2.96210 -1.03147

Output
LUMO energy (spin up / spin down): 2.36 / 2.34 eV
energy above the lowest of the compared OMol25 structures with the same formula, charge and spin: 0.0000 eV
orbital gap (spin up / spin down): 3.1 / 5.1 eV
2S+1: 5
molecular weight: 393.35 g/mol
DFT total energy: -70482.96342 eV
expectation value of S²: 6.093
net charge: -1

=====

Entry 2:
DFT (ωB97M-V with the def2-TZVPD basis set) results for the ion C4H11N2O with charge -1.

Geometry (Å):
O: 1.38831 -1.54423 -0.52780
N: -1.15279 2.01076 -0.07668
N: -1.71122 -1.31396 0.69617
C: -1.16750 -0.43651 -0.35875
C: -0.39914 0.76778 0.15546
C: 1.87739 -0.49268 0.16120
C: 1.12872 0.86475 -0.06374
H: 1.75447 -0.62147 1.27398
H: 1.51350 1.37467 -0.94749
H: 2.94785 -0.34593 -0.07292
H: -1.17655 2.18752 -1.07640
H: -0.64224 -0.93227 -1.17490
H: -1.05564 -2.10592 0.74852
H: 1.43782 1.49445 0.79604
H: -0.59454 2.77604 0.30024
H: -2.51822 -1.76507 0.28073
H: -0.39636 0.65956 1.24733
H: -2.05156 -0.01534 -0.88510

Output
LUMO energy: 4.35 eV
energy above the lowest of the compared OMol25 structures with the same formula, charge and spin: 1.4261 eV
orbital gap: 6.7 eV
molecular weight: 103.14 g/mol
DFT total energy: -9353.06402 eV
net charge: -1
SMILES string: NC[C@H](N)CC[O-]

=====

Entry 3:
DFT (ωB97M-V with the def2-TZVPD basis set) results for a structure of composition C34H54F5NO30S2Y.

Geometry (Å):
Y: -4.53100 1.25997 0.66629
S: -5.00992 1.53029 -2.77503
S: -4.69788 -0.86643 -2.34264
F: -1.93304 -1.98687 -0.92478
F: 0.08553 -1.99368 -0.14128
F: -4.57886 -1.85835 -1.08184
F: -5.06448 2.81515 -1.80503
F: -1.54391 -2.57488 1.11785
O: 1.01827 -5.88073 3.18001
O: 4.04026 2.53419 -4.70949
O: 5.34816 -0.89348 0.75113
O: -3.48650 -1.10517 -3.01853
O: -3.64608 -6.11469 -2.35476
O: 3.42909 5.48637 -1.23182
O: -4.21171 1.93654 5.15430
O: -1.75122 4.66028 -0.28240
O: -0.87719 -6.93245 2.57873
O: 4.19839 6.70467 0.50121
O: -5.96299 -1.26500 -2.82430
O: -4.09408 1.66971 2.92884
O: -4.81135 -7.57690 -1.10420
O: -0.59217 -2.64145 5.08155
O: -3.41516 -6.08530 -0.15117
O: -2.91929 2.86927 0.34237
O: -6.29970 1.50326 -3.33601
O: 0.12972 -5.46469 1.18792
O: 4.62238 0.43868 -4.24629
O: 0.73833 -3.18833 -3.67220
O: -2.75239 -0.12470 0.95095
O: -3.91305 1.79733 -3.62114
O: -1.01665 0.77067 -0.24849
O: 3.84446 1.77050 -2.61622
O: 2.68895 -2.54318 -2.83216
O: 1.69338 -1.27931 -4.38957
O: 0.26565 -0.58147 5.29407
O: 2.09403 5.90034 0.49721
O: 0.43614 -1.62884 3.33039
O: 4.61428 -3.02179 0.52413
N: -4.69499 0.49933 -1.44178
C: -1.76621 5.59190 -2.48509
C: 6.39610 -2.55925 2.02926
C: -0.50593 0.49707 -1.56421
C: -4.52052 4.29603 5.58414
C: 1.01874 0.29925 4.47597
C: 3.33542 6.11115 -0.03637
C: -3.68552 1.43819 4.07728
C: 1.92620 -4.96819 2.54710
C: -2.76109 -5.02802 -2.12763
C: 5.33681 -2.19255 1.01325
C: -1.09047 3.55483 1.68604
C: 0.03524 1.80063 -2.09878
C: 1.46137 4.83728 -0.20722
C: 2.44991 4.47018 -1.34452
C: -0.02613 -6.15768 2.35047
C: 1.04655 -4.19200 -2.68208
C: -1.47824 -0.30341 0.62801
C: 2.48610 -3.83446 -2.27012
C: -4.04896 -6.67797 -1.18598
C: -2.61265 4.93167 -1.42478
C: 0.02670 -1.75080 4.61846
C: 4.59782 -0.39463 -0.36253
C: -2.48689 -5.10413 -0.61410
C: -1.96650 3.64342 0.48095
C: 3.24089 0.14734 0.03112
C: 4.13328 1.58348 -3.75560
C: 4.56384 2.03112 -5.93051
C: 4.57449 0.53883 -5.68569
C: -1.19642 -1.71460 0.15686
C: 1.01319 -4.36898 1.46642
C: 1.39007 -0.57200 3.28887
C: -5.17335 3.00256 5.09931
C: 1.69107 -2.23828 -3.69359
C: -2.73304 0.31490 4.33952
H: -0.97801 4.89127 -2.76930
H: -0.38483 4.37916 1.64260
H: -3.64526 4.53537 4.97688
H: -2.38167 5.75275 -3.36701
H: 2.81618 -0.47587 0.81705
H: -3.26857 -4.13920 -2.50271
H: 6.03845 -2.46126 3.04966
H: -0.76316 -0.09308 1.44501
H: -0.68306 2.51573 -2.51446
H: 1.36961 3.98313 0.46493
H: 3.34666 1.18793 0.35487
H: 2.80380 -5.47252 2.15441
H: 1.88411 0.71737 4.99006
H: -2.90943 3.95726 -1.80595
H: -5.18435 5.14265 5.39207
H: 0.73100 1.60069 -2.91702
H: -5.97844 2.74923 5.78123
H: 0.40483 -3.58024 1.89632
H: 0.56091 2.34208 -1.30580
H: -5.58765 3.27913 4.13098
H: -1.29521 0.10135 -2.20704
H: 0.37014 -4.08696 -1.83314
H: -3.10093 -0.55706 3.79844
H: 1.39627 -0.03594 2.33836
H: -2.68952 -4.16337 -0.12016
H: -3.49342 5.50968 -1.15548
H: 2.13640 -4.15879 3.24263
H: 0.31455 -0.21809 -1.54552
H: 2.80933 3.46980 -1.10839
H: 7.27566 -1.94450 1.82701
H: -1.27791 6.49450 -2.12466
H: 0.90815 -5.14133 -3.19087
H: 5.58653 2.39116 -6.06252
H: 0.48095 5.18554 -0.51916
H: 5.20102 0.37292 -0.84301
H: 5.44060 -0.00084 -6.06616
H: 0.46054 1.19459 4.17725
H: -2.66922 0.00617 5.38152
H: 4.52004 -1.15287 -1.14514
H: 1.57110 -4.04938 0.59395
H: -0.52564 2.62548 1.74338
H: -1.81150 -5.13487 -2.65238
H: -1.50550 -5.52033 -0.42006
H: 2.40345 -0.98502 3.32709
H: 6.75816 -3.56770 1.84233
H: -4.32201 4.28242 6.65191
H: 3.71172 -0.05418 -5.99574
H: 4.03856 2.23533 -6.86101
H: 2.59164 -3.81462 -1.18751
H: 2.57691 0.23886 -0.82732
H: 1.99761 4.41900 -2.33060
H: 3.24888 -4.53076 -2.61898
H: -1.70072 3.63865 2.58420
H: -1.71303 0.56789 4.05294

Output
LUMO energy: -4.93 eV
orbital gap: 7.1 eV
molecular weight: 1204.81 g/mol
DFT total energy: -135345.15500 eV
net charge: +1